1.
{
  "formula": "C6H12N",
  "method": "ωB97M-V with the def2-TZVPD basis set",
  "elements": ["C", "C", "C", "C", "C", "C", "N", "H", "H", "H", "H", "H", "H", "H", "H", "H", "H", "H", "H"],
  "positions_angstrom": [[0.063, -0.584, -0.575], [-0.959, -1.474, -0.972], [1.492, -0.903, -1.218], [1.577, -0.855, 0.076], [-2.331, -1.082, -0.928], [1.924, -0.966, 1.426], [0.111, 2.207, 0.545], [-0.176, 0.432, -0.148], [-0.782, -2.324, -1.608], [1.887, -0.973, -2.185], [-2.453, 0.046, -0.597], [-2.679, -1.687, -0.102], [-2.937, -1.388, -1.835], [1.441, -0.249, 2.038], [3.035, -0.710, 1.565], [1.746, -2.052, 1.864], [0.336, 2.201, 1.599], [-0.864, 2.383, 0.315], [0.651, 2.880, 0.023]],
  "atomic_forces_ev_per_a": [[-0.97, -0.86, 0.02], [2.33, 2.07, -0.68], [-0.12, 0.71, 4.78], [-1.09, -1.06, -5.57], [-1.69, 2.34, 0.14], [2.63, -2.07, 2.73], [0.30, -0.45, 1.67], [0.12, -0.91, -0.85], [0.64, -0.70, 0.36], [0.26, 0.03, -1.08], [-0.02, -2.39, -0.88], [-0.78, -0.36, 0.51], [0.73, 0.55, 1.07], [-0.84, 0.57, 0.59], [-1.40, -0.61, -0.38], [0.26, 2.22, -1.00], [-0.82, 0.55, -2.51], [0.15, 0.19, 0.72], [0.30, 0.18, 0.34]],
  "relative_energy_kcal_mol": 99.74,
  "charge": 1,
  "e_homo_ha": -0.49949,
  "lumo_ev": -4.933
}

2.
{
  "formula": "C4H6BrF",
  "method": "ωB97M-V with the def2-TZVPD basis set",
  "elements": ["C", "C", "C", "C", "F", "Br", "H", "H", "H", "H", "H", "H"],
  "positions_angstrom": [[-0.017, -0.428, 1.661], [-0.461, 1.483, 0.165], [-1.759, -0.724, -0.341], [-0.927, -0.265, 0.786], [0.917, 1.521, -0.048], [3.981, -0.179, -0.265], [0.668, -0.546, 2.435], [-0.595, 1.085, -0.895], [-2.370, -1.557, -0.273], [-1.067, -0.992, -1.156], [-2.498, 0.149, -0.540], [4.129, 0.454, -1.530]],
  "atomic_forces_ev_per_a": [[-4.78, 0.04, -4.09], [1.24, 0.17, -2.18], [-0.52, 2.88, -0.86], [3.98, -1.93, 3.44], [0.33, 0.68, 1.15], [0.05, 0.02, -0.10], [0.82, 0.32, 0.82], [-1.08, 0.37, 0.84], [-1.01, -1.85, 1.29], [-0.40, 0.73, -0.03], [1.42, -1.39, -0.39], [-0.04, -0.04, 0.12]],
  "relative_energy_kcal_mol": 138.10,
  "e_homo_ha": -0.30327,
  "lumo_ev": -0.425
}

3.
{
  "formula": "C27H70ClN24O15P",
  "method": "ωB97M-V with the def2-TZVPD basis set",
  "elements": ["C", "C", "C", "C", "C", "C", "C", "C", "C", "C", "C", "C", "O", "C", "P", "O", "Cl", "C", "C", "O", "H", "H", "H", "H", "H", "H", "H", "H", "H", "H", "H", "H", "H", "H", "H", "H", "H", "H", "H", "H", "H", "H", "C", "O", "N", "N", "H", "H", "H", "H", "C", "O", "N", "N", "H", "H", "H", "H", "C", "O", "N", "N", "H", "H", "H", "H", "C", "O", "N", "N", "H", "H", "H", "H", "C", "O", "N", "N", "H", "H", "H", "H", "C", "O", "N", "N", "H", "H", "H", "H", "C", "O", "N", "N", "H", "H", "H", "H", "C", "O", "N", "N", "H", "H", "H", "H", "C", "O", "N", "N", "H", "H", "H", "H", "C", "O", "N", "N", "H", "H", "H", "H", "C", "O", "N", "N", "H", "H", "H", "H", "C", "O", "N", "N", "H", "H", "H", "H"],
  "positions_angstrom": [[4.750, -0.204, -1.680], [5.379, -1.574, -1.435], [4.403, -2.694, -1.730], [3.236, -2.810, -0.735], [3.612, -2.880, 0.764], [3.507, -1.541, 1.538], [3.186, -1.760, 3.035], [1.753, -1.308, 3.326], [0.848, -2.247, 2.544], [-0.550, -1.813, 2.186], [-1.490, -2.711, 1.893], [-2.809, -2.242, 1.424], [-3.850, -2.789, 1.706], [-2.737, -0.992, 0.582], [-3.756, -0.619, -0.891], [-2.583, -0.713, -2.038], [-4.849, -2.356, -1.223], [-1.842, -0.065, 0.914], [-0.954, -0.358, 2.069], [-0.642, 0.495, 2.859], [4.564, -0.046, -2.746], [3.783, -0.136, -1.176], [5.387, 0.606, -1.354], [5.791, -1.634, -0.423], [6.239, -1.689, -2.104], [4.912, -3.664, -1.725], [3.967, -2.532, -2.722], [2.693, -3.723, -1.004], [2.533, -1.987, -0.911], [2.979, -3.626, 1.249], [4.654, -3.210, 0.845], [2.688, -0.948, 1.108], [4.409, -0.947, 1.392], [3.355, -2.800, 3.321], [3.851, -1.140, 3.639], [1.655, -0.274, 3.009], [1.568, -1.409, 4.398], [0.767, -3.187, 3.098], [1.326, -2.478, 1.585], [-1.298, -3.775, 1.978], [-1.954, -1.408, -1.795], [-1.725, 0.873, 0.370], [-2.795, 3.264, -0.874], [-1.856, 3.186, -0.073], [-2.918, 2.535, -2.023], [-3.824, 4.112, -0.642], [-3.713, 2.597, -2.631], [-2.182, 1.876, -2.240], [-3.786, 4.668, 0.192], [-4.611, 4.223, -1.256], [1.940, 3.826, 2.277], [2.993, 4.104, 2.862], [0.774, 3.704, 2.951], [1.859, 3.634, 0.929], [-0.098, 3.469, 2.508], [0.805, 3.826, 3.949], [2.705, 3.692, 0.392], [0.994, 3.420, 0.457], [-7.248, -0.220, 1.189], [-6.745, 0.335, 0.220], [-6.711, -1.313, 1.786], [-8.417, 0.229, 1.751], [-7.130, -1.780, 2.576], [-5.851, -1.678, 1.414], [-8.846, 1.035, 1.340], [-8.847, -0.213, 2.541], [0.036, 0.848, -4.090], [-0.293, 0.864, -2.915], [1.250, 1.301, -4.520], [-0.797, 0.365, -5.061], [1.536, 1.294, -5.481], [1.880, 1.659, -3.826], [-1.690, 0.012, -4.764], [-0.558, 0.337, -6.034], [-5.673, -6.219, -3.665], [-6.302, -7.266, -3.655], [-5.596, -5.400, -2.573], [-4.991, -5.774, -4.760], [-5.079, -4.541, -2.564], [-6.085, -5.686, -1.747], [-5.022, -6.350, -5.580], [-4.467, -4.915, -4.782], [4.306, 3.118, 6.261], [3.116, 3.164, 6.532], [4.779, 3.234, 4.990], [5.259, 2.941, 7.234], [5.753, 3.193, 4.764], [4.096, 3.366, 4.248], [4.938, 2.852, 8.179], [6.242, 2.897, 7.044], [4.115, 7.338, 0.335], [4.853, 8.075, -0.311], [2.759, 7.330, 0.166], [4.595, 6.466, 1.257], [2.145, 6.729, 0.684], [2.376, 7.962, -0.511], [5.590, 6.468, 1.387], [4.019, 5.835, 1.797], [-1.566, -3.536, -5.411], [-2.721, -3.511, -5.018], [-1.250, -3.638, -6.737], [-0.504, -3.461, -4.558], [-0.309, -3.665, -7.082], [-2.011, -3.698, -7.387], [-0.707, -3.386, -3.580], [0.452, -3.477, -4.858], [-8.139, -4.459, 2.690], [-8.038, -3.392, 3.279], [-7.080, -5.305, 2.545], [-9.311, -4.872, 2.129], [-7.135, -6.181, 2.062], [-6.202, -5.013, 2.934], [-10.101, -4.262, 2.215], [-9.414, -5.738, 1.636], [-5.029, 6.476, -3.301], [-5.436, 6.330, -2.161], [-3.786, 6.973, -3.572], [-5.783, 6.148, -4.393], [-3.429, 7.100, -4.499], [-3.209, 7.214, -2.787], [-6.701, 5.783, -4.223], [-5.469, 6.260, -5.338], [3.205, -6.248, 2.992], [3.443, -5.148, 3.457], [4.192, -7.148, 2.701], [1.930, -6.669, 2.723], [4.018, -8.058, 2.319], [5.136, -6.867, 2.888], [1.185, -6.032, 2.930], [1.712, -7.569, 2.341], [8.232, 5.246, -0.197], [7.627, 4.401, -0.829], [9.450, 4.990, 0.379], [7.757, 6.512, -0.013], [9.970, 5.669, 0.901], [9.828, 4.069, 0.260], [6.871, 6.756, -0.432], [8.257, 7.220, 0.491]],
  "atomic_forces_ev_per_a": [[-0.20, -0.20, -0.09], [0.36, 0.34, -0.41], [-0.36, -0.32, 0.55], [-0.12, -0.02, 0.00], [0.25, 0.50, -0.44], [-0.29, -0.53, -0.15], [0.51, 0.83, -0.08], [0.51, -0.77, 0.02], [-0.59, 0.15, 0.15], [0.18, 0.02, 0.15], [0.10, 0.09, -0.03], [-0.06, 0.21, -0.08], [-0.06, -0.10, -0.14], [-0.30, -0.64, -0.04], [-0.74, 1.15, -0.52], [-0.12, -0.58, 0.53], [0.25, -0.20, 0.18], [-0.01, -0.10, -0.33], [0.11, -0.22, -0.11], [0.29, 0.12, 0.16], [-0.01, -0.11, -0.02], [0.09, 0.17, 0.08], [0.12, 0.21, 0.20], [-0.20, -0.08, -0.01], [0.02, 0.05, 0.08], [0.12, 0.11, -0.16], [0.16, -0.14, -0.08], [-0.03, 0.06, 0.04], [-0.01, -0.01, 0.13], [0.22, 0.01, 0.06], [-0.16, -0.32, 0.11], [0.15, 0.02, -0.06], [0.05, -0.03, 0.06], [-0.08, 0.04, 0.00], [0.09, -0.10, 0.06], [-0.17, 0.09, 0.16], [-0.21, 0.33, -0.08], [0.12, -0.05, -0.16], [-0.18, 0.01, 0.13], [-0.22, -0.01, 0.16], [0.20, 0.20, -0.37], [-0.05, 0.12, 0.28], [-0.42, 0.24, 0.23], [0.11, -0.41, -0.56], [0.91, -0.18, 0.26], [-0.12, 0.17, 0.07], [-0.07, 0.02, 0.16], [-0.01, 0.01, -0.08], [-0.03, 0.00, -0.02], [0.01, 0.13, 0.01], [-0.31, -0.14, 0.25], [0.04, 0.11, -0.60], [-0.05, 0.13, 0.04], [0.14, 0.15, -0.05], [0.03, -0.11, -0.02], [0.04, -0.08, -0.01], [0.02, -0.03, 0.05], [-0.01, 0.00, 0.10], [0.01, -0.11, 0.04], [0.02, 0.01, 0.02], [0.14, 0.14, 0.04], [-0.06, 0.05, -0.02], [-0.02, -0.08, -0.16], [-0.02, -0.05, 0.04], [0.02, 0.00, -0.01], [0.04, -0.04, 0.00], [-0.10, -0.09, -0.11], [0.13, 0.13, 0.11], [0.03, -0.02, 0.04], [-0.03, 0.02, 0.01], [-0.03, 0.00, -0.01], [0.00, 0.01, 0.02], [0.02, -0.04, 0.03], [0.01, 0.01, 0.00], [0.02, 0.01, -0.02], [0.00, 0.00, 0.01], [0.02, -0.03, 0.04], [0.02, 0.05, -0.05], [0.01, 0.01, -0.03], [-0.01, 0.01, -0.01], [-0.03, -0.02, 0.02], [0.10, -0.01, 0.01], [0.00, -0.02, -0.09], [0.02, 0.00, 0.04], [-0.26, -0.06, -0.12], [0.02, 0.00, 0.07], [0.01, -0.01, 0.03], [0.18, 0.13, 0.13], [-0.01, 0.00, -0.02], [-0.01, 0.00, -0.02], [0.05, -0.10, 0.02], [0.03, -0.02, -0.07], [-0.04, 0.06, -0.06], [-0.11, -0.11, 0.16], [0.04, -0.02, 0.02], [0.02, 0.00, 0.01], [-0.01, -0.12, 0.07], [0.08, -0.03, 0.02], [0.08, -0.03, 0.03], [-0.11, -0.02, 0.01], [-0.02, 0.07, -0.03], [-0.02, -0.01, 0.00], [0.01, -0.03, 0.02], [0.00, -0.02, 0.01], [0.01, -0.01, 0.00], [0.00, 0.01, 0.00], [0.08, -0.01, -0.12], [-0.14, 0.00, 0.17], [0.02, -0.02, 0.06], [-0.04, -0.01, 0.06], [-0.02, 0.01, -0.02], [0.01, 0.03, -0.04], [0.01, 0.01, -0.01], [0.02, 0.00, -0.01], [0.04, 0.04, -0.02], [-0.04, -0.10, 0.00], [0.01, 0.02, 0.01], [-0.02, -0.05, -0.01], [-0.01, -0.01, 0.00], [0.00, -0.02, 0.01], [0.00, 0.02, 0.01], [0.01, 0.02, 0.01], [0.00, -0.09, -0.02], [-0.04, 0.01, 0.02], [0.02, 0.01, -0.02], [0.00, 0.04, -0.04], [-0.02, 0.00, 0.01], [-0.01, 0.01, 0.01], [0.00, -0.01, 0.03], [0.01, -0.01, 0.01], [0.07, 0.11, -0.03], [-0.07, -0.13, -0.03], [0.05, -0.04, 0.06], [-0.24, 0.01, 0.07], [-0.01, 0.01, -0.01], [-0.02, 0.01, -0.01], [0.05, 0.13, -0.05], [0.03, 0.02, -0.05]],
  "e_homo_ha": -0.31728,
  "lumo_ev": -0.840
}

no.,orbital gap (eV)
1,8.66
2,7.83
3,7.79